1.
Molecular formula: C26H19N9SeSn
Method: DFT, ωB97M-V/def2-TZVPD

E_HOMO = -14.194 eV
HOMO-LUMO gap = 0.2888 Eh

The geometry in ORCA input format:
```
! RIJCOSX wB97M-V def2-TZVPD def2/J DEFGRID3
* xyz 2 1
Sn 0.9374 -0.5278 1.8152
Se -6.2074 2.3196 -0.1441
N 1.8958 -4.8664 3.3434
N 3.1847 3.9911 -1.2818
N 1.4154 -2.8320 2.7007
N 0.9606 -1.3181 -0.3176
N -4.5936 3.0214 -0.2607
N -1.3320 -0.8962 1.8217
N -0.2276 1.4197 0.9851
N -5.6629 0.8083 0.5827
N 2.3144 1.8365 -1.8057
C -3.5328 -0.1478 1.2643
C 0.6829 0.1478 -3.7517
C -0.3293 3.6242 0.0932
C 0.7367 -0.4701 -1.3282
C -1.6933 3.5102 -0.0640
C 1.8963 3.6629 -3.2544
C 0.9787 -4.0795 2.7562
C -1.8514 -2.0190 2.3186
C -3.2139 -2.2755 2.3176
C -4.0622 -1.3337 1.7777
C 1.3260 -2.1181 -2.9221
C 2.6777 -2.8378 3.2719
C 1.7525 2.3236 -2.9206
C -4.3663 0.9058 0.6947
C 3.0097 2.6914 -1.0605
C 0.9322 -0.8121 -2.6545
C 2.9830 -4.0958 3.6817
C 2.6214 4.4681 -2.3907
C 1.3705 -2.5762 -0.5865
C -1.5576 1.3012 0.8465
C 0.3732 2.5491 0.6294
C -2.1562 0.0475 1.3104
C -2.3336 2.3297 0.3257
C 0.9916 1.4426 -3.8378
C -3.7744 2.1317 0.2281
C 1.5502 -3.0078 -1.8784
H 1.8017 -5.8521 3.5204
H 0.1794 -0.2867 -4.6112
H 1.4711 -2.4350 -3.9491
H 1.4471 2.6025 0.7756
H 2.7598 5.5260 -2.5892
H 1.8699 -4.0249 -2.0677
H 0.6870 1.9414 -4.7523
H -1.1529 -2.7240 2.7468
H 0.3878 0.5188 -1.0708
H 1.5648 -3.2194 0.2605
H -2.2880 4.3195 -0.4715
H 3.8579 -4.4962 4.1669
H 1.4588 4.0642 -4.1605
H -3.5914 -3.1980 2.7381
H -5.1350 -1.4801 1.7526
H 0.0314 -4.4461 2.3934
H 0.1992 4.5270 -0.1856
H 3.4887 2.2842 -0.1753
H 3.2661 -1.9395 3.3731
*
```

Atom charges from the Löwdin analysis, given in e for atoms 1 to 8: atom 1 (Sn): 1.351, atom 2 (Se): 1.236, atom 3 (N): 0.095, atom 4 (N): 0.104, atom 5 (N): -0.122, atom 6 (N): -0.094, atom 7 (N): -0.203, atom 8 (N): -0.029

---

2.
Molecular formula: C26H19NO23P2
Method: DFT, ωB97M-V/def2-TZVPD

E_HOMO = -9.731 eV
HOMO-LUMO gap = 0.2896 Eh
SMILES = O=C=NOC(=O)OPP(=O)(O)O.O=C1C=C(O)C(=O)C=C1O.O=C1C=C(O)C(=O)C=C1O.O=C1C=C(O)C(=O)C=C1O.O=C1C=C(O)C(=O)C=C1O

The geometry in ORCA input format:
```
! RIJCOSX wB97M-V def2-TZVPD def2/J DEFGRID3
* xyz 0 1
P 0.1743 4.8789 -1.1087
P 1.3637 3.0204 -1.0490
O -4.9687 -5.0862 0.2094
O -4.7770 -8.9694 5.0887
O -2.1286 -8.7042 -2.8590
O -5.3337 -1.1160 1.6151
O 0.9249 5.7910 -2.2785
O 6.8346 12.8034 -0.2225
O 6.9173 4.9968 -0.9786
O -1.9822 -2.0920 -1.5156
O -2.4179 -7.0073 1.5431
O -4.8121 1.5308 1.5509
O 7.1236 8.2658 0.9266
O 7.2530 12.0426 -2.7766
O 0.1388 5.5565 0.1982
O -1.4023 0.5490 -1.5142
O -1.4076 4.5461 -1.5226
O -1.5573 -6.0678 -2.8528
O 2.1173 2.9445 -2.5830
O 7.6283 7.5138 -1.6156
O -2.7881 -8.1222 6.7029
O -0.3870 -6.2354 3.1436
O 4.1997 2.6287 -3.2250
O 3.9642 4.2433 -1.7188
O -5.4862 -7.7472 0.2702
N 5.0481 4.7754 -2.4455
C -3.6790 -1.6926 0.0442
C -4.0867 0.6933 0.7982
C -2.6689 -7.8671 5.5197
C 3.4484 3.2172 -2.5392
C 7.2452 11.1551 -1.9439
C -4.5888 -7.3826 -0.4689
C -2.6917 -1.2521 -0.7405
C -3.7400 -8.2976 4.5677
C -1.4380 -6.8854 3.6700
C 7.4637 9.7509 -2.2831
C -3.0949 1.1328 0.0141
C 6.9696 10.5634 0.4415
C 5.9960 5.0140 -1.6941
C -2.5221 -7.2923 2.7240
C 7.4288 8.8111 -1.3325
C -2.8416 -7.8711 -2.0838
C -2.4769 -6.4229 -2.1384
C -3.2524 -5.4908 -1.3260
C -4.4372 -0.7598 0.8754
C -3.8290 -8.3133 -1.2997
C -3.6657 -8.0235 3.2605
C 7.1644 9.1561 0.0989
C 7.0080 11.5030 -0.5086
C -1.5133 -7.1558 4.9767
C -2.3240 0.1958 -0.7967
C -4.2424 -5.9319 -0.5442
H -4.1007 -9.3587 -1.2497
H -2.9890 -4.4436 -1.3883
H 7.6516 9.5142 -3.3212
H 7.5557 7.0356 -0.7661
H -5.4582 0.9687 2.0211
H -1.4799 -8.1399 -3.3221
H -3.9537 -2.7379 0.0958
H 0.3814 1.9926 -0.9952
H -1.4655 4.3863 -2.4840
H -4.4345 -8.3271 2.5621
H -4.5929 -9.0349 6.0457
H -1.3307 -1.5344 -1.9821
H 0.4013 6.6070 -2.3859
H 6.7967 10.8020 1.4818
H -0.7375 -6.8652 5.6713
H 6.9060 13.2712 -1.0767
H -2.8302 2.1803 -0.0491
H -0.5741 -6.1643 2.1879
H -5.6163 -5.6449 0.6806
*
```

Atom charges from the Löwdin analysis, given in e for atoms 1 to 8: atom 1 (P): 0.344, atom 2 (P): 0.943, atom 3 (O): 0.098, atom 4 (O): 0.114, atom 5 (O): 0.106, atom 6 (O): 0.122, atom 7 (O): -0.191, atom 8 (O): 0.106

---

3.
Molecular formula: C26H20BrHgN4SSe2
Method: DFT, ωB97M-V/def2-TZVPD

E_HOMO = -3.769 eV
energy relative to the best compared isomer or geometry (same formula, charge and spin) = 0.00 kJ/mol
HOMO-LUMO gap = 0.2157 Eh

The geometry in ORCA input format:
```
! RIJCOSX wB97M-V def2-TZVPD def2/J DEFGRID3
* xyz -1 1
Hg -1.0398 -1.4668 -0.7771
Br 1.1605 -0.0619 -2.6991
Se -3.0575 -2.8799 -1.8294
Se -3.9393 0.5142 0.5824
S 3.4876 -0.0548 1.3856
N 0.0398 3.8181 3.2406
N -2.2956 -0.3451 -2.5466
N -0.3199 2.6294 -0.7701
N -1.3457 -0.2438 1.3339
C -3.3126 1.1468 -4.0966
C 4.6129 -2.7041 -1.0064
C 4.8242 -1.8075 -2.0081
C 2.4964 -1.1835 -1.9523
C 2.2075 -2.1062 -0.8970
C -3.2352 -1.2726 -2.7890
C -2.5914 0.7725 3.0918
C 3.7464 -1.0359 -2.4846
C -2.5082 0.3146 1.7489
C 3.5696 0.5735 2.7659
C 1.9450 -3.9230 1.2286
C -0.3109 0.1517 3.4636
C -1.3215 3.3607 1.2854
C -4.2648 -1.0165 -3.7032
C -2.3294 0.8257 -3.1826
C -4.3011 0.1991 -4.3504
C 3.1618 -3.7787 0.6352
C -1.5163 0.6829 3.9370
C 0.9265 -2.2771 -0.2824
C -0.2951 -0.2922 2.1624
C -0.0818 3.4283 1.9109
C 0.8642 2.7179 -0.1652
C 0.8458 -3.1753 0.7601
C -1.3837 2.9540 -0.0345
C 1.0409 3.1110 1.1468
C 3.3259 -2.8688 -0.4353
H -3.5325 1.1901 3.4214
H 4.0238 -4.3428 0.9725
H -5.0978 0.4148 -5.0528
H -1.5330 1.5156 -2.9282
H 1.8136 -4.6106 2.0557
H 5.8071 -1.6789 -2.4429
H 1.7256 2.4374 -0.7652
H -2.3540 2.8433 -0.5064
H 0.8659 3.4524 3.6913
H -0.1057 -3.3226 1.2611
H -0.7854 3.6185 3.7873
H -3.3105 2.1110 -4.5857
H 0.5744 0.0741 4.0809
H -2.2368 3.5605 1.8277
H 3.9022 -0.3201 -3.2797
H -1.6012 1.0277 4.9630
H 5.4268 -3.3068 -0.6197
H 2.0318 3.1397 1.5835
H -5.0190 -1.7704 -3.8785
H 0.5992 -0.7397 1.7454
*
```

Atom charges from the Löwdin analysis, given in e for atoms 1 to 8: atom 1 (Hg): 0.858, atom 2 (Br): 0.787, atom 3 (Se): 0.488, atom 4 (Se): 0.461, atom 5 (S): 0.714, atom 6 (N): 0.106, atom 7 (N): -0.091, atom 8 (N): 0.050

---

4.
Molecular formula: C26H20BrN4O3PdSe
Method: DFT, ωB97M-V/def2-TZVPD

E_HOMO (alpha / beta) = -4.732 / -4.618 eV
HOMO-LUMO gap (alpha / beta) = 0.2463 / 0.2303 Eh
⟨S²⟩ = 2.0085

The geometry in ORCA input format:
```
! RIJCOSX wB97M-V def2-TZVPD def2/J DEFGRID3
* xyz -1 3
Pd 0.3600 0.9715 -0.8885
Br -2.9784 -3.4629 -2.7785
Se 2.2857 2.1533 0.2631
O -0.0027 2.4703 -4.8628
O -1.0773 2.3097 0.3276
O 0.7606 2.0617 -2.7882
N -0.4876 -0.2062 0.6899
N -1.1800 0.4064 1.6734
N 5.2252 -1.0310 2.1555
N 0.9689 -1.1762 -1.3515
C 3.9740 -1.3507 1.8274
C -2.4322 -0.6982 -2.3630
C -2.1675 -1.7872 -3.1726
C 1.7564 -2.9720 -2.6934
C 3.0571 -0.4751 1.2730
C -3.3581 3.9897 4.4161
C -1.3119 -1.6852 -4.2583
C -2.0802 2.4721 2.4632
C 0.0323 1.8390 -3.8117
C -3.1942 2.6218 4.5925
C -2.2468 3.8418 2.2901
C -1.0559 -2.4123 1.6075
C -2.8820 4.5983 3.2636
C -0.6789 -0.4765 -4.5042
C 1.6420 -1.6209 -2.4010
C 4.7376 1.1867 1.3632
C 1.1377 -3.8775 -1.8503
C 0.3581 -2.0446 -0.5216
C 3.4270 0.8449 1.0138
C -1.3786 1.6958 1.3835
C 5.5730 0.2349 1.9180
C -1.7808 0.5039 -2.6170
C -2.5564 1.8652 3.6219
C -0.8667 0.6147 -3.6629
C -0.4086 -1.4880 0.6264
C 0.4335 -3.4158 -0.7489
H -3.8541 4.5798 5.1772
H -3.5621 2.1425 5.4915
H 3.6762 -2.3776 2.0229
H -2.4150 0.8013 3.7477
H 6.5899 0.5090 2.1832
H -0.3181 -3.0751 2.0654
H 1.1940 -4.9409 -2.0449
H -0.0589 -4.1116 -0.0864
H -1.8658 4.2961 1.3858
H -3.1132 -0.7872 -1.5268
H 0.0010 -0.3779 -5.3416
H -3.0031 5.6652 3.1230
H 2.0574 -0.8136 1.0549
H 2.3133 -3.2899 -3.5635
H -1.8068 -3.0351 1.1147
H 5.1080 2.1898 1.1944
H 2.0995 -0.8580 -3.0201
H -1.9779 1.3524 -1.9669
H -1.5384 -1.8260 2.3842
H -1.1304 -2.5448 -4.8897
*
```

Atom charges from the Löwdin analysis, given in e for atoms 1 to 8: atom 1 (Pd): 0.780, atom 2 (Br): 0.693, atom 3 (Se): 0.704, atom 4 (O): 0.020, atom 5 (O): -0.117, atom 6 (O): -0.146, atom 7 (N): -0.060, atom 8 (N): 0.065

---

5.
Molecular formula: C26H20BrN4O5W
Method: DFT, ωB97M-V/def2-TZVPD

E_HOMO = -16.755 eV
energy relative to the best compared isomer or geometry (same formula, charge and spin) = 134.33 kJ/mol
HOMO-LUMO gap = 0.1748 Eh

The geometry in ORCA input format:
```
! RIJCOSX wB97M-V def2-TZVPD def2/J DEFGRID3
* xyz 3 1
W 0.3987 0.2162 0.0073
Br 3.0227 -0.2927 -0.9300
O 0.3487 2.9141 2.3081
O 1.4945 1.3207 1.1217
O 0.2383 -1.4179 -0.9215
O -0.9543 0.3135 1.2195
O 1.6302 -3.4291 -1.7999
N 1.5708 -1.2131 1.1748
N 0.6831 2.1447 -1.0398
N -1.2224 0.4233 -1.2463
N -0.8286 -0.0989 -2.4511
C 1.5418 -3.9613 -4.1289
C 0.4377 4.4282 -0.3682
C 0.5251 3.8166 -2.6936
C 2.1735 -2.7156 2.9173
C -2.5983 1.3150 2.6375
C 0.6281 2.4832 -2.3297
C -0.0296 -1.7206 -4.5911
C -2.3753 0.9894 -1.0717
C 2.7911 -1.3246 0.6537
C -4.4938 2.4434 1.6073
C -0.0604 -1.1575 -2.2374
C 0.3103 -2.5220 -5.6421
C -4.0270 2.1211 0.3496
C 3.4435 -2.8024 2.3521
C 0.4075 -2.0138 -3.2683
C 0.7793 2.5234 1.2842
C 1.2531 -1.8938 2.2867
C 0.5983 3.0987 -0.0773
C -3.7819 2.0409 2.7390
C 1.2103 -3.1490 -3.0502
C -2.1448 1.0287 1.3779
C 1.1016 -3.6550 -5.3997
C 1.7966 -3.4527 4.1743
C 0.4100 4.7940 -1.7144
C -2.8240 1.4123 0.2129
C 3.7772 -2.0994 1.1959
H -4.5847 2.3981 -0.5368
H 0.5333 4.0743 -3.7440
H 2.0820 -4.2853 -1.7985
H 1.3716 -4.3061 -6.2213
H 4.7609 -2.1563 0.7513
H 1.8696 -2.7869 5.0356
H 2.1503 -4.8428 -3.9623
H -2.0459 0.9974 3.5112
H -3.0138 1.0826 -1.9481
H -0.6579 -0.8571 -4.7555
H 4.1933 -3.4298 2.8195
H 0.7753 -3.8267 4.1225
H -5.4165 2.9957 1.7179
H -0.0346 -2.2956 -6.6405
H -4.1538 2.2949 3.7233
H 0.3155 5.8359 -1.9932
H 0.3724 5.1501 0.4358
H 2.4621 -4.2955 4.3462
H 0.2478 -1.7671 2.6666
H 0.6688 1.6872 -3.0603
*
```

Atom charges from the Löwdin analysis, given in e for atoms 1 to 8: atom 1 (W): 1.919, atom 2 (Br): 1.045, atom 3 (O): 0.245, atom 4 (O): -0.233, atom 5 (O): -0.237, atom 6 (O): -0.180, atom 7 (O): 0.076, atom 8 (N): -0.123

---

6.
Molecular formula: C26H20CrI2N2OS
Method: DFT, ωB97M-V/def2-TZVPD

E_HOMO (alpha / beta) = -7.283 / -7.660 eV
HOMO-LUMO gap (alpha / beta) = 0.2596 / 0.2745 Eh
⟨S²⟩ = 6.0292

The geometry in ORCA input format:
```
! RIJCOSX wB97M-V def2-TZVPD def2/J DEFGRID3
* xyz 0 5
I -0.7772 5.6303 -0.8775
I -0.7409 5.1717 5.0619
Cr 1.4442 0.9970 -0.4973
S 1.8245 -2.8672 -2.7115
O 0.8980 2.9224 -0.5316
N 1.5257 1.5042 1.6592
N 1.0881 -0.8485 -1.3264
C 5.6436 0.9467 -1.8784
C -4.0154 -3.1795 0.6218
C -0.8485 -3.7636 -2.2845
C 5.6743 -0.2778 -2.5439
C 1.8844 0.7938 2.6988
C 2.1185 -1.3443 -1.9564
C 4.5315 -1.0543 -2.5894
C -3.6785 -2.0460 -0.3557
C 3.3781 -0.5881 -1.9645
C 4.4841 1.3960 -1.2636
C 0.8809 2.6941 1.8399
C 1.6324 1.2091 4.0185
C 0.1860 -2.8417 -2.1271
C 3.3020 0.6440 -1.2857
C -0.1994 4.5614 0.7988
C 0.5448 3.1683 3.1229
C -4.7285 -2.0041 -1.4735
C -2.0683 -3.4812 -1.7069
C 0.9610 2.3786 4.2190
C -2.3012 -2.3016 -0.9686
C -0.5509 5.0420 2.0802
C -1.2628 -1.4032 -0.8242
C 0.5410 3.4095 0.6194
C -3.7334 -0.7215 0.4055
C -0.1894 4.3818 3.2158
C -0.0251 -1.6767 -1.4043
H -4.7764 -2.9466 -2.0214
H -3.0249 -0.7001 1.2371
H -2.8731 -4.1950 -1.8301
H -1.3920 -0.4830 -0.2706
H -4.0488 -4.1499 0.1235
H 1.9578 0.5957 4.8473
H 4.4986 2.3579 -0.7616
H 6.5407 1.5550 -1.8475
H -3.5280 0.1318 -0.2446
H -3.2739 -3.2371 1.4217
H -4.7327 -0.5852 0.8218
H -4.9937 -3.0027 1.0747
H 6.5838 -0.6170 -3.0218
H 0.7365 2.7129 5.2241
H -0.7029 -4.6770 -2.8461
H -1.1169 5.9614 2.1504
H -5.7171 -1.8134 -1.0495
H 4.5460 -2.0099 -3.1045
H -4.5042 -1.2095 -2.1881
H 2.3977 -0.1398 2.4949
*
```

Atom charges from the Löwdin analysis, given in e for atoms 1 to 8: atom 1 (I): 0.923, atom 2 (I): 0.912, atom 3 (Cr): 0.857, atom 4 (S): 1.137, atom 5 (O): -0.219, atom 6 (N): 0.036, atom 7 (N): -0.035, atom 8 (C): -0.088

---

7.
Molecular formula: C26H20F4O4
Method: DFT, ωB97M-V/def2-TZVPD

E_HOMO = -6.742 eV
energy relative to the best compared isomer or geometry (same formula, charge and spin) = 0.00 kJ/mol
HOMO-LUMO gap = 0.1030 Eh

The geometry in ORCA input format:
```
! RIJCOSX wB97M-V def2-TZVPD def2/J DEFGRID3
* xyz 0 1
F 5.1939 -1.3171 -3.3537
F -4.1951 -1.3462 -3.1866
F -2.6403 3.1325 -3.4485
F 3.6522 3.1734 -3.1985
O 1.0833 0.8838 4.3328
O 0.1644 -1.1204 4.7513
O 1.7208 1.4990 2.1695
O 1.5960 0.0283 0.4499
C 4.1593 -0.4170 -3.2112
C 1.3990 3.1839 3.8852
C -0.8183 -2.3229 1.8542
C -0.5736 1.9206 2.8660
C 0.8902 1.8633 3.2816
C 2.1015 1.4153 -2.8219
C 3.3944 1.8235 -3.1083
C 0.9785 -0.7602 2.5662
C 2.8806 -0.8936 -2.9875
C 0.7105 -0.3863 3.9478
C 1.4444 0.2292 1.6401
C 0.6711 -2.1451 2.1807
C -0.7662 0.0091 -2.9002
C -2.3756 1.7895 -3.2899
C -3.1502 -0.4421 -3.1537
C -1.8608 -0.9136 -3.0077
C 1.7976 0.0244 -2.7837
C -1.7435 -2.6314 2.8550
C -3.5307 -2.5026 1.2278
C -1.2485 -2.0867 0.5474
C -2.6033 -2.1854 0.2288
C -3.1031 -2.7225 2.5433
C -3.4640 0.9163 -3.2666
C -1.0578 1.3835 -3.1624
C 0.5040 -0.4981 -2.5153
C 4.4651 0.9461 -3.2847
H -0.5017 -1.8207 -0.2029
H -4.4853 1.2633 -3.3786
H 5.4730 1.2996 -3.4799
H 1.3493 2.1511 -2.5614
H -2.9255 -1.9997 -0.7964
H 0.7434 3.4748 4.7100
H -4.5923 -2.5452 0.9821
H -1.3843 -2.7812 3.8749
H -0.6844 2.6445 2.0533
H 2.6808 -1.9655 -2.9506
H 2.4090 3.0556 4.2836
H -0.2701 2.1230 -3.2390
H -3.8209 -2.9535 3.3319
H 0.9165 -2.7661 3.0554
H -1.1772 2.2377 3.7216
H 1.2808 -2.3902 1.3012
H -0.9257 0.9375 2.5275
H -1.6623 -1.9871 -2.9575
H 0.4975 -1.4851 -2.0572
H 1.4035 3.9769 3.1350
*
```

Atom charges from the Löwdin analysis, given in e for atoms 1 to 8: atom 1 (F): 0.051, atom 2 (F): 0.049, atom 3 (F): 0.054, atom 4 (F): 0.053, atom 5 (O): 0.055, atom 6 (O): 0.095, atom 7 (O): 0.050, atom 8 (O): 0.071

---

8.
Molecular formula: C26H20N2O2PS2Ti
Method: DFT, ωB97M-V/def2-TZVPD

E_HOMO = -11.478 eV
energy relative to the best compared isomer or geometry (same formula, charge and spin) = 17.92 kJ/mol
HOMO-LUMO gap = 0.2676 Eh

The geometry in ORCA input format:
```
! RIJCOSX wB97M-V def2-TZVPD def2/J DEFGRID3
* xyz 1 1
Ti 0.1865 -1.1720 -0.6696
S 1.1225 0.3744 0.8724
S -0.0765 0.7090 -2.1767
P 0.5677 1.7374 -0.5538
O 1.5757 -2.1067 -1.2546
O -1.5544 -1.7624 -0.7322
N 0.0715 -2.5385 0.8367
N -1.2113 -2.9781 1.1813
C 2.4271 -2.8980 0.8460
C -3.4343 -2.9180 0.2459
C 1.0932 -3.1029 1.3722
C -4.1560 -2.7988 -0.9364
C -4.0400 -3.4053 1.4028
C -6.0918 -3.6702 0.1837
C -0.7500 4.1252 -0.1437
C -1.8212 2.1700 0.7787
C -0.7549 2.7524 0.0944
C -2.8715 2.9541 1.2171
C 3.9846 4.5808 -1.5272
C 2.1468 3.2212 -2.2704
C 3.1716 4.1150 -2.5498
C 2.7592 3.2691 0.0691
C 3.7807 4.1579 -0.2186
C -1.8067 4.9089 0.3024
C 3.5321 -3.2746 1.6226
C 1.9389 2.8024 -0.9595
C -2.0161 -2.5422 0.2767
C -2.8644 4.3245 0.9804
C 2.6490 -2.4333 -0.4592
C -5.3718 -3.7792 1.3683
C 3.9271 -2.3338 -0.9750
C -5.4877 -3.1835 -0.9673
C 4.9986 -2.6847 -0.1744
C 4.8108 -3.1554 1.1265
H 5.6608 -3.4352 1.7325
H 1.5216 2.8529 -3.0739
H -6.0519 -3.1009 -1.8868
H -3.6971 2.5003 1.7483
H -3.6768 -2.4079 -1.8233
H 3.3627 -3.6566 2.6226
H 4.4182 4.5192 0.5771
H 4.0638 -1.9922 -1.9913
H 2.6070 2.9439 1.0916
H -7.1329 -3.9653 0.1591
H 0.0724 4.5917 -0.6702
H -1.7993 5.9755 0.1215
H -5.8484 -4.1540 2.2643
H 4.7856 5.2740 -1.7490
H -3.6858 4.9366 1.3298
H -3.4652 -3.4898 2.3153
H 3.3381 4.4444 -3.5665
H 6.0010 -2.6050 -0.5749
H 0.9283 -3.8034 2.1871
H -1.8373 1.1071 0.9784
*
```

Atom charges from the Löwdin analysis, given in e for atoms 1 to 8: atom 1 (Ti): 0.708, atom 2 (S): 0.463, atom 3 (S): 0.415, atom 4 (P): 0.250, atom 5 (O): -0.189, atom 6 (O): -0.192, atom 7 (N): -0.122, atom 8 (N): 0.139